# 1
C41H110F3MnN10O13S as an isolated structure, computed with the ωB97M-V functional and the def2-TZVPD basis.

Spin multiplicity = 7
F_max = 3.910 eV/Å
Frontier orbital gap (alpha / beta) = 4.009 / 8.949 eV
E_LUMO (alpha / beta) = 0.5212 / 0.4246 eV
DFT total energy = -5002.18259 hartree

Last column: Mulliken spin population.
CARTESIAN COORDINATES (ANGSTROEM)
Mn -3.716 2.066 -0.460  3.6031
C 0.678 0.323 -0.323  0.0357
F 1.488 -0.633 0.011  -0.0047
F 0.626 1.132 0.821  -0.0030
F 1.214 1.067 -1.302  -0.0060
S -1.154 -0.261 -0.742  0.6865
O -2.098 0.785 -0.426  -0.3253
O -1.075 -0.473 -2.181  -0.0314
O -1.427 -1.417 0.068  -0.0336
C -4.375 1.418 -4.486  0.0056
C -3.376 1.528 -3.345  -0.2630
C -2.881 2.947 -3.157  0.1450
O -2.415 2.980 -1.829  0.6171
C -1.304 3.855 -1.732  0.1233
N -4.173 0.947 -2.233  0.1847
H -4.826 0.426 -4.512  0.0037
H -4.040 1.652 -5.497  0.0131
H -5.144 2.166 -4.296  -0.0193
H -2.550 0.818 -3.325  0.0034
H -3.685 3.678 -3.250  0.0930
H -2.177 3.264 -3.927  -0.0018
H -0.930 3.929 -0.711  0.0064
H -1.449 4.883 -2.063  0.0107
H -0.439 3.506 -2.295  0.0172
H -5.106 1.295 -2.398  0.0283
H -4.392 0.070 -2.683  0.0794
C 1.225 1.723 -4.841  -0.0028
C 0.018 0.887 -5.448  0.0033
C 0.203 0.728 -7.045  0.0001
O 0.217 2.079 -7.550  -0.0001
C 0.918 2.213 -8.834  0.0000
N 0.197 -0.460 -4.831  -0.0014
H 1.160 1.948 -3.777  0.0025
H 1.500 2.601 -5.426  -0.0001
H 2.118 1.098 -4.858  -0.0001
H -0.973 1.333 -5.364  0.0003
H -0.641 0.139 -7.406  -0.0001
H 0.963 -0.004 -7.320  0.0000
H 0.712 3.214 -9.213  0.0000
H 0.713 1.434 -9.569  0.0000
H 1.996 2.143 -8.689  0.0000
H -0.056 -0.404 -3.854  -0.0018
H -0.560 -0.996 -5.231  0.0000
C 0.502 -2.397 5.318  0.0002
C -0.255 -1.113 5.035  -0.0002
C -0.497 -0.359 6.311  -0.0001
O -1.175 0.891 6.048  -0.0028
C -1.401 1.554 7.304  0.0001
N 0.594 -0.399 4.075  0.0002
H -0.195 -3.006 5.894  -0.0001
H 1.460 -2.248 5.815  0.0000
H 0.749 -2.939 4.405  0.0000
H -1.211 -1.298 4.544  0.0002
H 0.465 -0.127 6.768  -0.0001
H -1.026 -0.954 7.055  0.0001
H -1.670 2.599 7.151  0.0002
H -0.571 1.692 7.997  0.0000
H -2.134 1.021 7.910  0.0000
H 0.986 -1.043 3.404  0.0000
H 0.017 0.304 3.635  -0.0001
C -2.934 2.164 3.760  0.0140
C -3.114 1.739 2.318  -0.2266
C -4.583 1.091 2.096  0.0958
O -4.695 0.733 0.746  0.5707
C -5.962 0.049 0.587  0.0031
N -3.119 2.909 1.493  0.4828
H -3.389 1.550 4.538  0.0070
H -3.351 3.169 3.826  0.0114
H -1.855 2.269 3.873  0.0069
H -2.372 1.016 1.977  0.0048
H -5.338 1.810 2.414  0.0586
H -4.789 0.165 2.633  0.0025
H -6.632 0.828 0.224  0.0204
H -6.402 -0.397 1.479  -0.0052
H -5.872 -0.700 -0.200  0.0410
H -3.807 3.466 1.980  -0.0024
H -2.266 3.397 1.726  -0.0612
C 1.204 2.990 4.317  -0.0048
C 2.371 4.074 4.212  -0.0002
C 2.620 4.777 5.563  0.0000
O 1.629 5.755 5.906  0.0001
C 1.690 6.249 7.201  0.0000
N 3.566 3.482 3.733  -0.0002
H 1.506 2.237 5.045  0.0006
H 1.069 2.636 3.295  0.0038
H 0.313 3.553 4.595  0.0018
H 2.056 4.799 3.461  0.0005
H 3.633 5.173 5.640  0.0000
H 2.839 4.019 6.314  -0.0001
H 1.792 5.566 8.045  0.0000
H 0.675 6.609 7.367  0.0000
H 2.099 7.247 7.355  0.0000
H 3.780 2.838 4.481  0.0000
H 4.222 4.210 3.979  0.0000
C 3.575 5.568 0.624  0.0002
C 2.665 4.547 -0.045  0.0006
C 3.325 3.624 -1.069  -0.0005
O 4.028 4.381 -2.185  0.0000
C 4.530 3.577 -3.216  0.0000
N 1.980 3.824 1.031  -0.0025
H 3.955 6.183 -0.191  -0.0001
H 4.316 5.096 1.269  0.0000
H 3.110 6.360 1.210  0.0001
H 1.960 5.095 -0.670  -0.0002
H 2.609 3.060 -1.666  0.0002
H 3.887 2.857 -0.537  0.0000
H 5.206 2.866 -2.742  0.0000
H 5.077 4.311 -3.808  0.0000
H 3.764 3.057 -3.792  0.0000
H 1.605 2.976 0.630  0.0030
H 2.596 3.628 1.807  -0.0001
C 3.392 -1.939 -3.855  0.0000
C 2.676 -3.082 -4.460  -0.0001
C 1.543 -3.653 -3.515  -0.0004
O 2.200 -4.254 -2.396  0.0000
C 1.326 -4.460 -1.318  0.0002
N 2.086 -2.640 -5.710  0.0000
H 2.644 -1.232 -3.497  0.0001
H 4.098 -1.391 -4.478  0.0000
H 3.840 -2.282 -2.923  0.0000
H 3.371 -3.839 -4.825  0.0000
H 1.001 -4.464 -4.002  -0.0001
H 0.894 -2.822 -3.238  0.0002
H 1.367 -3.484 -0.834  0.0001
H 1.560 -5.216 -0.569  0.0000
H 0.289 -4.741 -1.503  0.0000
H 1.424 -1.974 -5.339  0.0000
H 2.704 -1.954 -6.120  0.0000
C -3.424 -2.446 -5.403  -0.0023
C -3.312 -3.080 -4.052  0.0020
C -2.073 -4.000 -3.796  0.0011
O -1.965 -4.375 -2.500  0.0008
C -2.853 -5.219 -1.929  0.0000
N -3.277 -2.047 -3.046  -0.0014
H -4.428 -2.063 -5.587  0.0000
H -3.305 -3.246 -6.134  -0.0001
H -2.832 -1.544 -5.555  0.0011
H -4.190 -3.665 -3.778  0.0010
H -1.181 -3.453 -4.100  -0.0011
H -2.113 -4.881 -4.436  0.0000
H -3.015 -6.045 -2.623  -0.0002
H -3.783 -4.731 -1.640  0.0002
H -2.487 -5.746 -1.048  0.0001
H -2.345 -1.658 -3.094  0.0052
H -3.410 -2.400 -2.109  -0.0002
C 3.655 -3.433 2.117  0.0001
C 4.364 -2.660 0.986  -0.0008
C 5.746 -2.120 1.414  0.0001
O 5.553 -1.098 2.395  0.0000
C 5.160 0.149 1.865  0.0001
N 4.563 -3.571 -0.096  0.0000
H 4.255 -4.230 2.555  0.0000
H 2.702 -3.818 1.754  0.0000
H 3.338 -2.748 2.904  0.0000
H 3.652 -1.944 0.575  0.0004
H 6.399 -1.773 0.613  0.0000
H 6.309 -2.899 1.928  0.0000
H 4.142 0.240 1.486  0.0001
H 5.900 0.430 1.116  0.0000
H 5.330 0.784 2.734  0.0000
H 5.395 -3.486 -0.663  0.0000
H 3.719 -3.615 -0.650  0.0000
C -1.778 -4.286 1.326  0.0026
C -2.640 -3.653 2.418  0.0000
C -2.329 -4.361 3.759  0.0002
O -3.132 -5.590 3.782  -0.0001
C -2.399 -6.545 4.489  0.0000
N -2.359 -2.254 2.423  -0.0037
H -0.727 -4.173 1.591  0.0000
H -2.066 -3.788 0.401  -0.0011
H -1.889 -5.369 1.271  0.0000
H -3.710 -3.769 2.247  0.0018
H -2.747 -3.775 4.578  0.0000
H -1.252 -4.362 3.928  0.0001
H -2.959 -7.447 4.735  0.0000
H -1.862 -6.113 5.334  0.0000
H -1.582 -6.905 3.863  0.0000
H -1.546 -2.006 2.968  -0.0007
H -2.012 -2.068 1.493  0.0028

Cartesian forces, eV/Å:
Mn -0.811 1.360 -0.146
C -1.560 1.769 1.430
F 0.371 -1.135 -0.437
F -0.410 -0.594 -1.239
F -0.452 -0.534 0.315
S 0.039 -0.585 -1.107
O 1.500 0.578 0.817
O 0.772 0.075 0.814
O 1.325 0.019 -0.721
C 0.399 0.445 -1.200
C -0.550 -0.734 -0.856
C -1.449 -0.503 -0.063
O 1.934 1.717 -0.831
C 1.354 0.440 0.782
N -0.969 0.553 -0.684
H 0.023 0.024 -0.099
H 0.457 -0.082 -0.046
H -0.290 -0.099 0.124
H 0.363 0.352 -0.864
H -0.424 -0.021 0.085
H 0.621 -0.446 0.273
H -0.443 -0.239 0.241
H -0.771 -0.016 -0.117
H -0.137 -0.481 -0.330
H -0.659 1.064 0.557
H 0.793 -1.625 0.859
C -0.418 -0.459 -0.718
C 3.012 -0.303 -1.032
C -0.922 0.569 2.032
O 0.915 -1.443 -1.601
C 0.057 0.037 1.213
N -1.266 0.940 -0.857
H -0.641 0.274 -0.003
H -0.453 0.195 0.157
H -0.057 -0.403 -0.343
H 0.001 0.161 0.569
H -0.872 0.468 -0.188
H 1.265 0.879 0.102
H -0.244 -0.217 -0.032
H -0.696 0.014 0.070
H 0.178 0.071 0.338
H 0.074 0.129 0.366
H -0.214 -0.716 -0.059
C -0.886 -0.494 0.259
C 1.013 -0.286 -0.991
C 0.373 1.099 -0.153
O 0.483 -0.337 1.529
C -0.170 0.365 -0.148
N -0.322 0.848 0.747
H 0.475 -0.477 0.293
H -0.218 0.225 0.307
H -0.235 0.008 -0.186
H -0.330 -0.351 0.483
H 0.326 0.088 0.009
H -0.469 -0.170 -0.118
H -0.610 -0.213 -0.505
H 0.939 -0.644 -0.430
H -0.442 0.028 -0.211
H -0.182 0.137 -0.236
H 0.364 0.190 -0.453
C 0.424 0.225 -0.222
C -2.829 -2.550 0.886
C 2.245 0.138 1.201
O -1.440 -1.634 0.886
C -0.259 0.699 -1.571
N 0.510 0.602 0.038
H 0.327 -0.220 -0.180
H -0.139 0.055 0.398
H -0.017 -0.045 0.718
H -0.056 0.010 0.087
H -0.184 0.380 -0.217
H 0.678 0.141 0.627
H -0.415 -0.076 0.004
H 0.638 0.067 0.203
H 0.217 -0.026 0.138
H -0.556 0.718 -0.691
H 0.647 0.387 -0.500
C 1.503 2.171 -0.411
C -3.091 0.398 0.734
C 0.289 0.170 0.105
O 1.186 -1.560 -0.678
C -2.518 1.366 0.866
N 1.112 -0.290 0.717
H -0.381 -0.209 -0.215
H -0.056 -0.525 0.226
H -0.120 -0.347 0.320
H -0.198 0.309 0.204
H 0.282 1.140 -0.886
H -1.283 -0.618 0.665
H 0.865 -0.362 -0.342
H -0.685 -0.318 0.096
H 1.622 -0.338 -0.307
H 0.417 -1.102 -0.144
H 0.972 0.225 -0.775
C 0.207 0.648 -1.006
C -0.269 0.744 0.392
C 0.687 0.419 -1.936
O -1.284 -0.202 2.876
C 0.419 0.366 0.903
N -0.507 0.080 -1.376
H 1.017 -0.306 0.036
H 0.344 0.026 -0.356
H -0.828 -0.550 0.303
H -0.490 0.280 0.325
H -0.677 -0.060 0.473
H 1.033 0.135 -0.197
H 0.294 -0.373 -0.509
H 0.091 -0.497 -0.446
H -0.169 -0.024 -0.108
H -0.083 -0.233 0.518
H 0.298 -0.375 -0.125
C 0.050 0.460 2.235
C -0.162 -1.131 -1.019
C 2.240 -0.468 -0.771
O 0.003 -0.699 -0.514
C -0.563 0.948 1.149
N -1.419 0.415 -0.094
H -0.152 0.385 -0.214
H 0.071 -0.380 -0.113
H 0.642 0.128 0.018
H 0.145 -0.587 0.982
H -0.329 0.317 -0.365
H -0.212 0.065 0.268
H -0.797 0.046 0.770
H 1.270 -0.140 -0.364
H -0.153 0.437 -0.983
H -0.985 0.334 -0.505
H 0.648 -0.238 -0.426
C -0.873 -0.551 -0.606
C 0.246 -0.505 1.739
C -1.192 0.409 -2.424
O 2.568 1.352 1.912
C -1.287 -1.807 -0.131
N -0.378 1.106 -0.170
H -0.284 -0.142 0.310
H 0.516 0.384 -0.501
H 0.714 -0.412 0.005
H -0.263 -0.277 -0.644
H 0.177 0.087 0.275
H -0.119 -0.340 -0.344
H -0.751 -0.209 -0.278
H -0.351 -0.033 -0.103
H 0.552 0.599 0.147
H 0.024 0.364 0.506
H 0.223 -0.145 0.082
C -0.346 1.023 0.158
C 0.599 -0.812 0.011
C -1.297 0.496 1.200
O 0.048 -0.695 -0.389
C 1.200 0.087 0.878
N -0.019 -1.455 -0.790
H 0.050 0.012 -0.230
H 0.135 -0.382 -0.293
H 0.309 0.169 0.290
H 0.305 1.011 0.729
H -0.291 0.244 -0.461
H -0.175 -0.237 -0.005
H -0.097 -0.257 0.019
H -0.171 0.283 -0.414
H -0.482 0.536 -0.286
H -0.214 0.322 0.002
H 0.387 -0.324 -0.477
C -0.654 -0.659 0.291
C 0.768 -1.553 0.910
C -2.580 1.044 -0.617
O 1.484 0.924 0.068
C 1.077 -0.822 -0.346
N 0.057 1.214 0.329
H 0.132 0.568 -0.237
H 0.563 -0.351 -0.253
H -0.454 -0.100 -0.245
H -0.024 -0.331 -0.206
H 0.056 0.360 0.177
H 0.160 -1.076 -0.167
H -0.438 0.419 0.239
H -0.482 -0.064 0.586
H 0.272 -0.181 -0.336
H 0.129 -0.317 0.400
H -0.474 0.561 0.128


# 2
C41H26Cl7F6N7O3PSTc as an isolated structure, computed with the ωB97M-V functional and the def2-TZVPD basis.

Spin multiplicity = 3
F_max = 0.603 eV/Å
Frontier orbital gap (alpha / beta) = 6.340 / 6.470 eV
E_LUMO (alpha / beta) = -1.3822 / -1.3719 eV
DFT total energy = -6828.21566 hartree

Last column: Mulliken spin population.
CARTESIAN COORDINATES (ANGSTROEM)
Tc -1.427 -1.646 0.954  1.8563
C 7.765 8.691 -1.866  0.0000
O 8.066 7.394 -1.376  0.0000
C 7.049 6.510 -1.272  0.0000
C 5.735 6.775 -1.645  0.0001
C 4.769 5.793 -1.493  0.0000
C 5.089 4.544 -0.977  -0.0001
C 6.412 4.292 -0.610  0.0000
C 7.383 5.258 -0.754  0.0000
C 4.029 3.545 -0.829  0.0002
N 2.782 3.709 -1.206  -0.0002
C 2.152 2.545 -0.853  0.0000
C 3.016 1.670 -0.264  0.0010
N 4.230 2.316 -0.255  -0.0001
C 2.601 0.413 0.254  0.0003
C 3.459 -0.391 1.021  -0.0010
C 2.972 -1.509 1.629  -0.0027
C 1.619 -1.808 1.468  -0.0136
N 0.793 -1.085 0.728  0.0014
C 1.254 0.026 0.089  0.0239
C 0.348 0.925 -0.640  0.0014
N -0.959 0.617 -0.926  0.0114
C -1.814 1.523 -1.401  0.0045
C -1.422 2.805 -1.744  -0.0005
C -0.104 3.130 -1.594  0.0035
C 0.781 2.199 -1.039  0.0002
H 8.700 9.242 -1.850  0.0000
H 7.035 9.193 -1.228  0.0000
H 7.388 8.646 -2.891  0.0000
H 5.452 7.737 -2.048  0.0000
H 3.743 5.994 -1.773  0.0000
H 6.706 3.332 -0.203  0.0000
H 8.410 5.071 -0.471  0.0000
H 5.085 1.995 0.160  0.0000
H 4.491 -0.094 1.162  -0.0001
H 3.582 -2.134 2.264  -0.0001
H 1.171 -2.647 1.980  0.0027
H -2.818 1.154 -1.538  0.0030
H -2.156 3.500 -2.122  0.0000
H 0.285 4.101 -1.869  0.0000
N -1.479 -0.679 -0.828  0.0376
C -1.904 -1.129 -2.111  -0.0207
C -1.023 -1.151 -3.193  0.0042
C -1.444 -1.626 -4.424  -0.0061
C -2.742 -2.098 -4.587  0.0129
C -3.620 -2.067 -3.514  -0.0040
C -3.209 -1.565 -2.286  0.0500
H -0.002 -0.804 -3.066  0.0003
H -0.753 -1.642 -5.257  -0.0002
H -3.066 -2.480 -5.545  0.0009
H -4.636 -2.421 -3.630  0.0000
H -3.896 -1.493 -1.455  -0.0010
Cl 1.449 -1.803 4.837  0.0008
C -0.163 -2.561 5.005  -0.0042
Cl -0.738 -2.432 6.660  -0.0005
C -1.147 -1.948 3.987  0.0236
O -2.114 -1.322 4.328  0.0268
O -0.799 -2.300 2.779  0.0465
H -0.029 -3.614 4.780  0.0000
Cl -2.594 -4.512 2.636  0.0023
C -3.681 -3.148 2.529  0.0272
C -3.354 -2.015 1.771  -0.0430
C -4.352 -1.046 1.707  -0.0574
Cl -4.100 0.388 0.748  0.0057
C -5.582 -1.154 2.355  -0.0182
Cl -6.772 0.086 2.226  -0.0011
C -5.850 -2.284 3.116  0.0194
Cl -7.356 -2.443 3.933  0.0025
C -4.892 -3.291 3.198  -0.0119
Cl -5.240 -4.703 4.122  -0.0015
N 0.636 -3.477 -1.003  0.0098
C -0.567 -4.049 -0.848  0.0219
N -1.621 -3.470 -0.322  -0.0557
C -2.761 -4.289 -0.562  0.0282
C -4.104 -3.957 -0.405  -0.0063
C -5.080 -4.897 -0.682  -0.0012
C -4.755 -6.171 -1.142  0.0014
C -3.433 -6.499 -1.373  0.0005
C -2.467 -5.543 -1.097  -0.0006
S -0.767 -5.672 -1.432  0.0021
H 0.786 -2.555 -0.636  0.0075
H 1.423 -4.025 -1.298  -0.0010
H -4.395 -2.981 -0.061  -0.0002
H -6.117 -4.627 -0.535  -0.0001
H -5.535 -6.893 -1.341  0.0001
H -3.157 -7.465 -1.772  -0.0001
F -1.180 0.269 1.969  0.0135
P -0.960 1.838 2.721  -0.0026
F -2.458 1.750 3.222  0.0002
F -0.425 1.083 4.013  0.0002
F 0.554 1.810 2.118  -0.0001
F -0.729 3.274 3.352  -0.0001
F -1.453 2.478 1.319  -0.0003

Cartesian forces, eV/Å:
Tc -0.155 -0.359 0.459
C 0.011 -0.016 -0.001
O 0.007 0.022 0.005
C 0.014 0.001 -0.015
C -0.015 -0.010 0.005
C 0.009 0.024 0.000
C -0.032 -0.042 -0.004
C 0.021 -0.002 0.005
C -0.022 -0.013 0.003
C 0.024 0.081 0.026
N 0.023 -0.054 0.022
C -0.061 0.062 -0.092
C 0.081 -0.108 -0.037
N -0.101 -0.006 0.023
C 0.086 0.055 0.098
C -0.007 0.037 -0.040
C -0.035 -0.014 0.063
C 0.020 0.031 -0.053
N 0.068 0.037 -0.239
C -0.195 0.091 0.074
C -0.009 -0.113 0.196
N -0.096 -0.095 0.045
C 0.040 0.128 -0.082
C -0.065 -0.116 0.056
C 0.054 0.016 -0.016
C 0.030 0.129 0.034
H 0.001 0.006 -0.001
H 0.002 0.008 -0.005
H -0.003 0.007 0.002
H 0.002 -0.008 0.007
H 0.001 -0.008 -0.004
H 0.000 -0.004 -0.013
H -0.001 0.003 0.001
H 0.010 -0.003 0.004
H 0.003 -0.012 -0.014
H 0.011 -0.001 -0.013
H 0.040 -0.010 -0.023
H -0.002 0.021 -0.001
H 0.003 0.001 -0.009
H 0.007 -0.005 0.010
N 0.260 -0.012 -0.271
C -0.001 -0.060 0.036
C 0.024 -0.018 0.007
C -0.010 -0.001 -0.004
C 0.019 -0.009 0.011
C -0.024 0.014 0.014
C -0.038 0.016 -0.065
H -0.004 0.001 0.016
H -0.006 0.001 0.003
H 0.005 0.001 0.000
H 0.006 0.000 -0.005
H 0.017 0.014 -0.023
Cl -0.015 0.016 -0.022
C 0.000 -0.026 0.062
Cl 0.001 0.014 -0.021
C -0.313 -0.072 0.112
O 0.152 -0.033 -0.022
O 0.354 0.126 -0.414
H -0.009 -0.008 -0.008
Cl -0.047 0.028 -0.099
C -0.049 -0.050 -0.072
C 0.148 0.074 -0.053
C -0.053 0.064 0.015
Cl 0.010 0.016 0.055
C -0.017 0.001 0.002
Cl 0.019 -0.014 -0.004
C -0.002 0.002 0.002
Cl 0.008 -0.002 0.000
C -0.047 -0.002 0.026
Cl -0.003 0.017 -0.004
N -0.043 -0.121 0.070
C 0.214 0.036 -0.006
N -0.185 0.046 0.166
C 0.002 0.079 0.061
C 0.028 -0.043 0.085
C -0.015 -0.018 0.012
C -0.008 0.019 -0.005
C 0.008 0.010 -0.004
C -0.038 -0.040 -0.025
S 0.000 0.022 -0.014
H -0.034 0.100 0.021
H -0.008 -0.002 -0.014
H 0.009 0.014 0.039
H 0.004 -0.005 -0.003
H 0.003 0.001 0.001
H 0.002 0.002 0.001
F -0.121 0.226 -0.044
P 0.219 0.054 0.149
F -0.035 -0.072 -0.027
F -0.064 -0.100 -0.044
F -0.051 -0.065 -0.084
F -0.002 0.082 0.025
F -0.043 -0.085 -0.111